13
Properties=species:S:1:pos:R:3 method="wB97M-V/def2-TZVPD" relative_energy_kj_mol=119.6 homo_ev=-12.76 smiles=[NH3+]CCSS energy_ha=-931.82674 charge=+1
N -1.513 -0.646 1.086
C -0.094 -0.068 0.840
C 0.312 -0.268 -0.599
S 2.097 0.079 -1.009
S 1.967 1.416 -2.520
H -2.269 -0.040 1.179
H -1.486 -1.260 0.390
H -1.480 -1.215 1.947
H -0.308 0.890 1.277
H 0.610 -0.713 1.502
H -0.384 0.441 -1.135
H 0.218 -1.257 -0.964
H 2.329 2.641 -1.994